No. 1
Here is a 4-piece molecular cluster, C3H14O3S overall at a distorted geometry from OMol25. Energies are from ωB97M-V with the def2-TZVPD basis set.

Positions of all 21 atoms, in Å:
C1 1.1651 -0.5871 -2.1709
C2 0.3909 -0.1874 -0.9517
S1 1.3878 1.0453 -0.0136
C3 0.5441 1.0245 1.5864
H1 0.5642 -1.1755 -2.8746
H2 1.5832 0.2608 -2.7098
H3 2.0266 -1.2172 -1.9324
H4 -0.5927 0.2441 -1.0635
H5 0.2740 -1.0219 -0.2616
H6 0.8569 0.2169 2.2342
H7 -0.5368 0.9396 1.4538
H8 0.6926 2.0145 2.0011
O1 3.8424 -0.3130 1.8393
H9 3.1163 -0.0850 1.2364
H10 3.9495 0.4672 2.4017
O2 -2.3133 -1.8414 -2.0766
H11 -2.0391 -1.4799 -2.9214
H12 -1.7990 -2.6323 -1.8957
O3 -4.5028 1.4848 2.4083
H13 -5.0102 1.5313 1.5840
H14 -3.5994 1.3115 2.1268

E_LUMO   0.015 Ha
SMILES string   CCSC.O.O.O
Total energy   -20315.56191 eV
Multiplicity   1
Frontier orbital gap   9.40 eV

No. 2
Here is a 7-piece molecular cluster, C28H35F21O14 overall at a distorted geometry from OMol25. Energies are from ωB97M-V with the def2-TZVPD basis set.

Positions of all 98 atoms, in Å:
C1 -2.9283 -6.4572 -6.5177
C2 -2.5677 -6.9973 -5.1448
O1 -2.4554 -5.9570 -4.1650
C3 -1.5005 -5.0676 -4.2674
O2 -0.6185 -5.0334 -5.0766
C4 -1.4836 -4.1044 -3.0524
F1 -1.7700 -2.8507 -3.4309
F2 -2.3643 -4.4625 -2.1046
F3 -0.2665 -4.1136 -2.5097
H1 -3.9711 -6.1302 -6.5007
H2 -2.8868 -7.2391 -7.2763
H3 -2.2687 -5.6488 -6.8148
H4 -1.6042 -7.5144 -5.1912
H5 -3.3003 -7.7072 -4.7774
C5 1.3256 -0.7855 -3.7395
C6 0.5844 -0.0815 -4.8813
O3 0.0012 -1.0465 -5.7665
C7 0.7840 -1.6262 -6.6500
O4 1.9395 -1.3983 -6.8501
C8 0.0106 -2.7039 -7.4484
F4 -0.1280 -2.2981 -8.7246
F5 0.7108 -3.8272 -7.4695
F6 -1.2030 -2.8887 -6.9527
H6 0.8205 -1.6929 -3.4222
H7 1.3360 -0.0185 -2.9645
H8 2.3222 -1.0488 -4.0866
H9 1.2127 0.6176 -5.4346
H10 -0.2290 0.5303 -4.4931
C9 -5.1162 -1.2290 -0.1933
C10 -6.3726 -1.0115 0.6111
O5 -6.5738 -2.1536 1.4570
C11 -7.0667 -1.9607 2.6650
O6 -7.3156 -0.9182 3.1871
C12 -7.3534 -3.3006 3.3692
F7 -7.0852 -3.2064 4.6696
F8 -8.6450 -3.6273 3.2368
F9 -6.6251 -4.2954 2.8578
H11 -5.0416 -0.5058 -1.0104
H12 -5.0963 -2.1468 -0.7899
H13 -4.2758 -1.2055 0.4926
H14 -7.2706 -0.8284 0.0207
H15 -6.2379 -0.1294 1.2397
C13 4.7688 1.8216 3.5057
C14 4.8364 3.1403 2.7586
O7 5.9821 3.8879 3.1202
C15 5.8085 4.9200 3.9200
O8 4.8022 5.2292 4.4804
C16 7.1034 5.7434 4.1019
F10 8.1017 5.3021 3.3440
F11 6.8534 7.0221 3.7691
F12 7.4724 5.7261 5.3859
H16 4.1389 1.1369 2.9307
H17 4.4165 1.9034 4.5296
H18 5.7337 1.3067 3.4945
H19 3.8844 3.6455 2.9289
H20 4.8540 2.9456 1.6875
C17 2.7610 6.2917 1.5403
C18 3.5219 5.5600 0.4376
O9 4.9058 5.9178 0.4318
C19 5.1749 7.1202 0.0132
O10 4.3883 7.9182 -0.3957
C20 6.6841 7.4411 0.0899
F13 7.3712 6.4721 0.7079
F14 7.1679 7.5786 -1.1452
F15 6.8780 8.5712 0.7604
H21 2.8275 7.3754 1.4998
H22 3.0086 5.9203 2.5364
H23 1.6886 6.0773 1.4508
H24 3.0522 5.7582 -0.5237
H25 3.4108 4.5194 0.7203
C21 -0.8749 -3.5306 3.7987
C22 -1.6465 -2.9514 4.9738
O11 -1.8898 -1.5578 4.7503
C23 -2.9627 -1.1794 4.1062
O12 -3.9073 -1.8598 3.8180
C24 -2.9601 0.3270 3.7696
F16 -2.1874 1.0398 4.5699
F17 -2.4993 0.4455 2.4977
F18 -4.1942 0.8054 3.7836
H26 -0.5360 -4.5266 4.0784
H27 -0.0177 -2.9075 3.5415
H28 -1.5066 -3.5470 2.9089
H29 -1.0179 -2.9668 5.8613
H30 -2.5442 -3.5358 5.1630
C25 -1.4676 -1.2007 0.1555
C26 -0.1825 -0.7086 -0.4888
O13 0.1389 0.6301 -0.1278
C27 0.5685 0.8083 1.1045
O14 0.9148 -0.0462 1.8663
C28 0.6528 2.2918 1.5120
F19 0.2109 2.4573 2.7491
F20 1.9489 2.6674 1.4724
F21 -0.0347 3.0878 0.6981
H31 -2.2277 -0.4303 0.2299
H32 -1.2510 -1.5630 1.1660
H33 -1.8305 -2.0994 -0.3445
H34 -0.3356 -0.7292 -1.5628
H35 0.6163 -1.4027 -0.2311

E_LUMO   0.008 Ha
SMILES string   CCOC(=O)C(F)(F)F.CCOC(=O)C(F)(F)F.CCOC(=O)C(F)(F)F.CCOC(=O)C(F)(F)F.CCOC(=O)C(F)(F)F.CCOC(=O)C(F)(F)F.CCOC(=O)C(F)(F)F
Total energy   -115337.98699 eV
Multiplicity   1
Frontier orbital gap   11.39 eV

No. 3
Here is H2InO as an isolated structure from OMol25. Energies are from ωB97M-V with the def2-TZVPD basis set.

Positions of all 4 atoms, in Å:
In1 6.5057 -17.5036 15.4175
O1 8.0724 -19.6783 16.3192
H1 7.8597 -20.2819 17.1139
H2 8.2484 -20.3533 15.5812

E_LUMO   -0.916 Ha
Total energy   -7205.67385 eV
Multiplicity   1
Frontier orbital gap   5.98 eV
Total charge   +3

No. 4
Here is an isolated molecule of C10H13NO3 at a distorted geometry from OMol25. Energies are from ωB97M-V with the def2-TZVPD basis set.

Positions of all 27 atoms, in Å:
C1 -0.9594 0.7926 1.7431
C2 0.9993 0.1361 0.3788
C3 0.9070 1.1129 -0.6449
C4 -0.4784 0.0178 0.6361
C5 -0.3858 0.7312 -0.7435
C6 1.8752 2.0020 -1.3708
C7 2.3847 -1.3889 2.9288
C8 -3.2501 -0.1561 -2.6151
C9 1.8066 -1.7913 1.5717
C10 -2.4827 0.2180 -1.3431
N1 -1.5101 1.4427 2.4980
O1 -1.1118 -1.1519 0.7665
O2 1.9603 -0.6414 0.7199
O3 -1.2489 0.7352 -1.7181
H1 1.7477 1.9437 -2.4381
H2 3.0036 1.8677 -1.1279
H3 1.5808 3.0400 -1.1955
H4 2.8358 -2.2590 3.2429
H5 3.1819 -0.6600 2.6449
H6 1.5942 -0.9635 3.4847
H7 -4.1601 -0.4885 -2.1455
H8 -3.4810 0.7024 -3.2539
H9 -2.8083 -0.9049 -3.1715
H10 0.6923 -2.0878 1.6557
H11 2.5541 -2.5093 1.1587
H12 -2.2334 -0.7285 -0.8117
H13 -3.0135 0.9887 -0.8501

E_LUMO   0.018 Ha
Total energy   -18208.24536 eV
Multiplicity   1
Frontier orbital gap   9.06 eV

No. 5
Here is C38H45BF2IN6NdOSSe2 as an isolated structure at a distorted geometry from OMol25. Energies are from ωB97M-V with the def2-TZVPD basis set.

Positions of all 98 atoms, in Å:
Nd1 -0.2538 -0.4121 -0.4077
C1 1.5018 -2.2544 -2.7563
N1 2.0793 -1.5335 -1.6103
C2 2.6014 -2.5314 -0.6651
C3 3.2037 -0.7431 -2.1585
C4 4.1299 0.0260 -1.2197
N2 3.7049 1.3658 -0.8294
C5 3.8007 2.2990 -1.9480
C6 4.5681 1.8428 0.2517
H1 2.2555 -2.8992 -3.2311
H2 1.1299 -1.5457 -3.4940
H3 0.6738 -2.8832 -2.4240
H4 3.4859 -3.0370 -1.0775
H5 1.8375 -3.2785 -0.4621
H6 2.8658 -2.0578 0.2764
H7 2.7833 -0.0675 -2.9056
H8 3.8543 -1.4513 -2.6943
H9 5.0978 0.1002 -1.7416
H10 4.3119 -0.5445 -0.3104
H11 4.8463 2.5624 -2.1612
H12 3.2556 3.2122 -1.7001
H13 3.3651 1.8724 -2.8508
H14 5.6223 1.8845 -0.0616
H15 4.4785 1.1935 1.1166
H16 4.2598 2.8475 0.5416
C7 -1.2907 -6.1770 2.2560
C8 -1.0206 -4.8917 3.0351
N3 -1.9974 -3.8510 2.7290
C9 -3.1789 -3.8048 3.5836
C10 -2.9564 -2.9424 4.8226
C11 -1.8747 -3.0032 1.6887
S1 -0.5011 -3.1257 0.6555
N4 -2.9023 -2.1762 1.4910
C12 -2.9164 -0.9510 1.0274
O1 -1.9237 -0.1512 0.9943
C13 -4.2477 -0.4534 0.5697
C14 -4.4219 0.9137 0.3830
C15 -5.6209 1.4032 -0.1098
C16 -6.6504 0.5252 -0.4138
C17 -6.4851 -0.8398 -0.2162
C18 -5.2897 -1.3305 0.2808
H17 -0.6217 -6.9740 2.5812
H18 -1.1324 -5.9962 1.1944
H19 -2.3206 -6.5072 2.4032
H20 -0.0273 -4.5160 2.7988
H21 -1.0711 -5.0767 4.1087
H22 -3.4178 -4.8302 3.8745
H23 -4.0012 -3.4023 2.9984
H24 -2.1751 -3.3617 5.4581
H25 -3.8787 -2.8792 5.4009
H26 -2.6624 -1.9347 4.5275
H27 -3.6099 1.5810 0.6337
H28 -5.7509 2.4673 -0.2630
H29 -7.5865 0.9080 -0.8013
H30 -7.2934 -1.5198 -0.4536
H31 -5.1434 -2.3908 0.4329
Se1 0.9379 2.0590 0.3990
Se2 -0.9437 2.9104 1.5322
C19 -2.0086 3.4180 0.0381
C20 -2.9892 4.3961 0.2054
C21 -3.7547 4.7526 -0.8864
C22 -3.5175 4.1205 -2.1000
C23 -2.5353 3.1488 -2.1562
N5 -1.7914 2.7894 -1.1074
C24 1.2958 0.8724 1.9187
C25 1.4197 1.4314 3.1589
C26 1.1476 0.5350 4.2570
C27 1.1189 -0.7880 4.0568
C28 1.5442 -1.3354 2.6915
N6 1.1719 -0.4093 1.5978
H32 -3.1284 4.8477 1.1792
H33 -4.5156 5.5176 -0.7975
H34 -4.0800 4.3738 -2.9879
H35 -2.3323 2.6325 -3.0823
H36 1.5427 2.4942 3.3012
H37 0.8628 0.9597 5.2131
H38 0.8224 -1.4988 4.8176
H39 1.0136 -2.2723 2.5213
I1 -2.5377 -2.4543 -1.9926
C29 -2.8782 -0.9956 -3.5020
C30 -4.0020 -1.1340 -4.2636
C31 -4.1775 -0.3109 -5.3935
C32 -3.1944 0.5694 -5.7386
C33 -2.0350 0.7230 -4.9406
C34 -1.0088 1.6118 -5.3368
C35 0.0693 1.8104 -4.5244
C36 0.1372 1.1628 -3.2735
C37 -0.7822 0.2261 -2.8253
C38 -1.8716 -0.0207 -3.7289
H40 -4.7366 -1.8885 -4.0168
H41 -5.0685 -0.4247 -5.9970
H42 -3.2783 1.1659 -6.6402
H43 -1.1065 2.1313 -6.2833
H44 0.8559 2.4953 -4.8234
H45 0.9731 1.4463 -2.6307
F1 3.5272 -2.4892 3.7707
B1 3.0821 -1.5942 2.8896
F2 4.0546 -0.9333 2.2528

E_LUMO (spin up / spin down)   0.002 / 0.003 Ha
Total energy   -222145.76829 eV
Multiplicity   4
Frontier orbital gap (spin up / spin down)   6.54 / 6.56 eV

No. 6
Here is C3H7N3O2 as an isolated structure at a distorted geometry from OMol25. Energies are from ωB97M-V with the def2-TZVPD basis set.

Positions of all 15 atoms, in Å:
C1 -1.8850 0.2061 0.1114
C2 1.4551 -0.9275 -0.2510
C3 2.7339 -0.2927 0.0194
H1 -3.2482 -1.2166 -0.4315
H2 -4.0906 0.4018 -0.5391
H3 -1.2493 -1.7442 0.4677
H4 1.4872 -2.1250 -0.4079
H5 2.7764 -0.6494 1.1993
H6 3.8547 -0.6653 -0.3893
H7 1.6687 1.2607 0.3397
N1 -3.2052 -0.1062 -0.3465
N2 -0.8797 -0.8313 0.3317
N3 0.3247 -0.3046 0.1235
O1 -1.3149 1.3566 0.2143
O2 2.7274 1.0830 -0.2492

E_LUMO   0.017 Ha
Total energy   -11784.65995 eV
Multiplicity   1
Frontier orbital gap   9.30 eV

No. 7
Here is C22H31N7OPd as an isolated structure at a distorted geometry from OMol25. Energies are from ωB97M-V with the def2-TZVPD basis set.

Positions of all 62 atoms, in Å:
Pd1 1.1845 -0.0898 -0.0978
O1 4.9802 0.8703 -1.2856
C1 3.8119 0.5350 -1.2282
N1 3.1514 0.2492 -0.0902
C2 3.9021 0.2676 1.1434
C3 2.9939 0.2047 2.3246
C4 3.5082 0.1852 3.6165
C5 2.6418 0.1578 4.6916
C6 1.2711 0.1458 4.4532
C7 0.8346 0.1496 3.1466
N2 1.6729 0.1838 2.1037
C8 2.9897 0.3459 -2.4684
C9 3.6162 0.2502 -3.6990
C10 2.8359 0.1019 -4.8339
C11 1.4551 0.0670 -4.6973
C12 0.9100 0.1568 -3.4299
N3 1.6592 0.2944 -2.3345
H1 4.5321 1.1629 1.1939
H2 4.6003 -0.5770 1.1782
H3 4.5801 0.1947 3.7613
H4 3.0247 0.1438 5.7031
H5 0.5610 0.1264 5.2672
H6 -0.2213 0.1186 2.9072
H7 4.6954 0.2984 -3.7364
H8 3.2977 0.0154 -5.8081
H9 0.8106 -0.0316 -5.5592
H10 -0.1628 0.1174 -3.2831
N4 -0.5552 -1.2676 -0.1551
C13 -1.1690 -2.2480 -0.0638
N5 -1.8346 -3.3518 0.0412
C14 -2.1273 -3.9519 1.3600
C15 -3.5108 -4.6052 1.3332
C16 -4.4960 -3.7865 0.4972
C17 -4.0362 -3.6577 -0.9727
C18 -2.5389 -3.9411 -1.1075
H11 -2.0881 -3.1621 2.1111
H12 -1.3589 -4.6889 1.6025
H13 -3.8679 -4.6907 2.3585
H14 -3.4443 -5.6185 0.9343
H15 -4.6041 -2.7949 0.9435
H16 -5.4765 -4.2579 0.5370
H17 -4.2423 -2.6493 -1.3351
H18 -4.5803 -4.3514 -1.6136
H19 -2.1360 -3.5342 -2.0325
H20 -2.3391 -5.0122 -1.0997
N6 -1.5888 4.7242 0.0249
C19 -2.0559 3.6054 -0.8605
C20 -1.4724 2.2884 -0.3418
N7 -0.0172 2.3141 -0.2579
C21 0.4312 3.4210 0.5791
C22 -0.0895 4.7752 0.0936
H21 -1.9562 4.5746 0.9671
H22 -1.9620 5.6173 -0.2996
H23 -1.7014 3.8166 -1.8687
H24 -3.1447 3.5803 -0.8666
H25 -1.7921 1.4704 -0.9859
H26 -1.8660 2.0864 0.6596
H27 0.3895 2.3917 -1.1852
H28 1.5198 3.4466 0.6067
H29 0.0836 3.2389 1.6011
H30 0.2776 4.9966 -0.9078
H31 0.2133 5.5780 0.7644

E_LUMO   -0.215 Ha
Total energy   -39261.50533 eV
Multiplicity   1
Frontier orbital gap   7.52 eV
Total charge   +2

No. 8
Here is a 8-piece molecular cluster, C27H80N6O13PS overall at a distorted geometry from OMol25. Energies are from ωB97M-V with the def2-TZVPD basis set.

Positions of all 128 atoms, in Å:
C1 10.0525 18.7467 37.8690
C2 9.6033 19.7549 36.8322
C3 10.7603 20.6506 36.4364
O1 10.3292 21.4316 35.3407
C4 11.2877 22.3651 34.9045
N1 9.2371 18.9836 35.5796
H1 9.1982 19.5171 34.7051
H2 9.8737 18.1835 35.3739
H3 8.3436 18.5105 35.7121
H4 10.3443 19.2698 38.7775
H5 10.9071 18.1759 37.4994
H6 9.2921 18.0006 38.1137
H7 8.7565 20.3749 37.1150
H8 11.6208 20.0770 36.0648
H9 11.0851 21.2458 37.2931
H10 10.8796 23.1590 34.2843
H11 12.0170 21.8388 34.2673
H12 11.9417 22.8475 35.6373
C5 6.5942 18.4003 32.6287
C6 7.1991 18.3177 31.2421
C7 8.1426 19.4411 30.8384
O2 7.9455 19.6595 29.4643
C8 8.8949 20.5554 28.9040
N2 7.9193 16.9855 31.1767
H13 8.3944 16.8516 30.2814
H14 8.6048 16.8512 31.9656
H15 7.2702 16.1963 31.1732
H16 7.3898 18.5553 33.3614
H17 6.0394 17.5028 32.9055
H18 5.8949 19.2340 32.6804
H19 6.3833 18.2600 30.5206
H20 9.1837 19.1704 31.0433
H21 7.8888 20.3215 31.4395
H22 9.9053 20.4678 29.3127
H23 8.5331 21.5806 29.0128
H24 8.9738 20.3319 27.8402
C9 14.0720 16.7337 30.3652
C10 12.9558 17.6954 30.0114
C11 12.9404 18.2525 28.6164
O3 12.0467 19.3274 28.5346
C12 12.2175 20.0182 27.2883
N3 11.6250 17.0766 30.3922
H25 10.9872 17.7659 30.8142
H26 11.1134 16.6338 29.6257
H27 11.7222 16.3435 31.1433
H28 14.0538 16.4926 31.4321
H29 15.0642 17.1586 30.2172
H30 14.0389 15.7484 29.8930
H31 12.9972 18.5542 30.6848
H32 12.7240 17.4576 27.8840
H33 13.9712 18.5512 28.3856
H34 11.3717 20.6909 27.1730
H35 12.2137 19.3257 26.4431
H36 13.1557 20.5752 27.2978
C13 12.0100 13.4140 35.7266
C14 12.7272 14.4990 36.5149
C15 13.7362 13.9669 37.5022
O4 14.7281 14.9345 37.7146
C16 15.6520 14.6908 38.7738
N4 13.2876 15.5126 35.5819
H37 12.4955 16.0482 35.1405
H38 13.8884 16.2399 35.9953
H39 13.7678 15.0223 34.8289
H40 11.6329 12.6638 36.4317
H41 12.7147 12.8213 35.1352
H42 11.1485 13.7455 35.1496
H43 11.9467 15.0453 37.0509
H44 14.1994 13.0426 37.1260
H45 13.2450 13.7052 38.4453
H46 15.4573 13.8320 39.4127
H47 15.6621 15.6317 39.3294
H48 16.6689 14.6077 38.3826
C17 6.2711 14.3339 35.4614
C18 7.5356 14.1380 36.3061
C19 8.1083 12.7344 36.2785
O5 8.3661 12.2795 34.9895
C20 8.7237 10.9045 34.9469
N5 8.5432 15.1992 35.7952
H49 8.0264 16.0738 35.8053
H50 9.4289 15.3437 36.2840
H51 8.7376 15.0000 34.7901
H52 6.5802 14.6676 34.4667
H53 5.5852 15.0648 35.8833
H54 5.7612 13.3836 35.3247
H55 7.3859 14.4821 37.3280
H56 7.2967 12.1327 36.7079
H57 9.0088 12.7056 36.9070
H58 8.0698 10.2751 35.5556
H59 9.7604 10.8267 35.2870
H60 8.6289 10.5226 33.9340
C21 10.7131 11.8274 32.6738
C22 11.4175 12.7375 31.6686
C23 11.8673 12.0590 30.4001
O6 12.7743 12.8883 29.7384
C24 13.6307 12.2518 28.7744
N6 10.4237 13.8180 31.2997
H61 10.0765 14.3634 32.1279
H62 10.7495 14.4498 30.5731
H63 9.6233 13.3644 30.8468
H64 11.4244 11.0707 32.9909
H65 9.7715 11.4235 32.2937
H66 10.3659 12.4193 33.5247
H67 12.2110 13.2942 32.1667
H68 10.9897 11.8361 29.7731
H69 12.2891 11.0790 30.6511
H70 13.1099 11.5262 28.1430
H71 14.3912 11.7001 29.3273
H72 13.9729 13.0619 28.1408
P1 10.6045 16.6075 33.5333
O7 10.8599 16.6450 35.0694
O8 11.9009 16.0978 32.8576
O9 10.0747 17.9697 33.0090
O10 9.4108 15.6356 33.1633
O11 14.2707 18.1046 35.8386
S1 14.3208 19.2534 34.9635
O12 14.1389 20.5819 35.4758
O13 15.7185 19.1727 34.1894
C25 16.0974 20.3505 33.4213
C26 17.2300 21.0986 34.1332
C27 13.1378 18.9511 33.6160
H73 15.2916 21.0876 33.4209
H74 16.2936 20.0180 32.4063
H75 17.6358 21.8417 33.4535
H76 18.0021 20.4114 34.4859
H77 16.8408 21.4915 35.0721
H78 12.1542 18.9743 34.0731
H79 13.4643 17.9717 33.2848
H80 13.2863 19.7998 32.9518

E_LUMO   -0.264 Ha
Total energy   -84958.02668 eV
Multiplicity   1
Frontier orbital gap   8.62 eV
Total charge   +3